(1)
A structure of composition C44H34As2MgN5O6S2. Source: the OMol25 dataset; level of theory: ωB97M-V/def2-TZVPD.

## Properties
E_HOMO (eV): -4.401
Lowest unoccupied orbital energy (eV): 2.189
Electronic energy (eV): -214716.88628
Kohn-Sham gap (eV): 6.59
ΔE to the lowest compared entry with this formula, charge and spin (kcal per mole): 0.00

```
! wB97M-V def2-TZVPD RIJCOSX def2/J DEFGRID3
* xyz -1 1
Mg 1.197 1.539 -0.382
C -0.336 1.469 3.930
C -1.714 1.443 3.811
C -2.278 1.418 2.548
C -1.437 1.428 1.443
N -0.111 1.465 1.559
C 0.428 1.478 2.771
C -1.942 1.364 0.045
C -3.266 1.589 -0.310
C -3.612 1.493 -1.647
C -2.647 1.172 -2.585
C -1.344 0.970 -2.147
N -1.019 1.072 -0.862
C -0.214 0.628 -3.052
C -0.408 0.195 -4.354
C 0.700 -0.159 -5.108
C 1.956 -0.071 -4.539
C 2.066 0.382 -3.230
N 1.003 0.722 -2.508
H 0.148 1.483 4.897
H -2.345 1.432 4.691
H -3.350 1.364 2.425
H 1.509 1.511 2.799
H -4.005 1.856 0.432
H -4.633 1.670 -1.959
H -2.901 1.100 -3.632
H -1.404 0.113 -4.766
H 0.577 -0.509 -6.126
H 2.847 -0.351 -5.082
H 3.026 0.449 -2.738
O 3.189 -2.520 0.799
As 3.341 -0.908 0.015
O 3.990 -1.254 -1.445
O 1.817 -0.270 0.209
C 4.534 -0.044 1.287
C 5.270 -0.863 2.139
C 6.148 -0.319 3.065
C 6.304 1.056 3.147
C 5.578 1.883 2.303
C 4.694 1.338 1.382
S 3.761 2.487 0.374
O 4.569 3.670 0.282
O 3.500 1.767 -0.879
O 2.476 2.650 1.077
H 3.586 -3.113 0.146
H 5.140 -1.934 2.078
H 6.712 -0.972 3.719
H 6.993 1.487 3.863
H 5.694 2.958 2.334
C 0.058 -7.177 -0.590
C 0.914 -6.293 0.055
C 0.809 -4.929 -0.175
C -0.162 -4.431 -1.043
C -1.015 -5.320 -1.685
C -0.903 -6.688 -1.460
As -0.198 -2.474 -1.295
C -1.006 -2.158 0.452
C -0.336 -2.081 1.663
C -1.071 -1.963 2.836
C -2.459 -1.905 2.792
C -3.127 -1.946 1.578
C -2.400 -2.071 0.399
C -2.968 -2.140 -0.962
C -4.311 -1.994 -1.292
C -4.710 -2.069 -2.619
C -3.774 -2.289 -3.623
C -2.430 -2.430 -3.299
C -2.026 -2.360 -1.974
H 0.142 -8.243 -0.413
H 1.666 -6.665 0.739
H 1.478 -4.244 0.335
H -1.780 -4.952 -2.357
H -1.576 -7.371 -1.965
H 0.747 -2.095 1.685
H -0.558 -1.904 3.788
H -3.023 -1.808 3.713
H -4.209 -1.885 1.554
H -5.048 -1.811 -0.519
H -5.756 -1.952 -2.873
H -4.093 -2.347 -4.657
H -1.698 -2.591 -4.082
C -1.192 4.999 2.837
C -0.820 5.449 1.454
C -0.890 6.785 1.081
C -0.529 7.064 -0.228
N -0.099 6.152 -1.077
C -0.018 4.877 -0.623
S 0.635 3.695 -1.695
N -0.415 4.504 0.615
H -1.614 5.814 3.426
H -0.305 4.616 3.346
H -1.910 4.181 2.783
H -1.218 7.556 1.765
H -0.588 8.081 -0.609
*
```

---

(2)
A cluster of 3 separate species, C13H36NO4P in total. Source: the OMol25 dataset; level of theory: ωB97M-V/def2-TZVPD.

## Properties
E_HOMO (eV): -7.972
Lowest unoccupied orbital energy (eV): 0.801
Electronic energy (eV): -33028.54995
Kohn-Sham gap (eV): 8.77

```
! wB97M-V def2-TZVPD RIJCOSX def2/J DEFGRID3
* xyz 0 1
C 0.033 -0.903 -0.495
C 0.151 0.555 -0.017
C -0.779 1.514 -0.750
P -2.624 1.335 -0.308
C -4.481 1.175 0.061
C -5.114 0.013 -0.687
N -4.959 -1.245 0.054
H 0.077 -1.606 0.340
H -0.901 -1.089 -1.029
H 0.852 -1.156 -1.172
H -0.039 0.620 1.062
H 1.185 0.887 -0.153
H -0.641 1.427 -1.834
H -0.523 2.549 -0.495
H -2.401 0.009 0.179
H -2.983 1.638 -1.664
H -2.501 2.364 0.669
H -4.934 2.125 -0.243
H -4.652 1.060 1.140
H -4.664 -0.049 -1.693
H -6.181 0.193 -0.844
H -4.151 -1.206 0.664
H -4.822 -2.038 -0.560
C 3.712 1.592 -3.243
O 3.537 2.595 -4.224
C 2.252 2.595 -4.817
C 1.350 3.657 -4.225
O 1.092 3.422 -2.853
C 1.851 4.232 -1.978
H 4.678 1.770 -2.772
H 2.927 1.629 -2.483
H 3.719 0.595 -3.696
H 1.782 1.611 -4.701
H 2.375 2.787 -5.886
H 0.393 3.644 -4.756
H 1.802 4.645 -4.366
H 1.505 5.272 -2.002
H 2.915 4.207 -2.226
H 1.708 3.838 -0.973
C -0.682 -3.146 3.132
O 0.450 -3.850 2.660
C 1.647 -3.095 2.698
C 2.517 -3.466 3.879
O 1.904 -3.150 5.115
C 1.308 -4.260 5.758
H -1.491 -3.867 3.239
H -0.489 -2.673 4.098
H -0.991 -2.376 2.415
H 1.419 -2.023 2.732
H 2.200 -3.292 1.774
H 3.454 -2.904 3.818
H 2.759 -4.533 3.834
H 2.069 -4.966 6.108
H 0.615 -4.786 5.096
H 0.763 -3.876 6.618
*
```

---

(3)
A structure of composition C4H9O3 at a distorted geometry. Source: the OMol25 dataset; level of theory: ωB97M-V/def2-TZVPD.

## Properties
E_HOMO (eV): -3.995
Lowest unoccupied orbital energy (eV): 3.997
Electronic energy (eV): -10434.80096
Kohn-Sham gap (eV): 7.99
ΔE to the lowest compared entry with this formula, charge and spin (kcal per mole): 84.51

```
! wB97M-V def2-TZVPD RIJCOSX def2/J DEFGRID3
* xyz -1 1
O 1.055 -0.967 1.430
C 1.060 -0.132 0.307
O 1.756 -0.229 -0.726
C 0.055 0.863 0.453
C -0.355 1.697 -0.730
C -1.539 1.158 -1.528
H -0.301 1.070 1.448
H -0.184 -0.310 -0.010
H 0.562 1.885 -1.292
H -0.738 2.668 -0.392
H -2.545 1.226 -1.092
H -1.302 0.092 -1.556
H -1.684 1.516 -2.540
H 0.125 -1.366 1.345
H -1.680 -2.781 0.770
O -1.230 -1.938 0.874
*
```

---

What is the formula in the first record? C44H34As2MgN5O6S2